Record 1
Here is 8 unconnected molecules or ions with the total composition C16H38Cl4N2O4 in a non-equilibrium geometry from OMol25. Energies are from ωB97M-V/def2-TZVPD.

Each line ends with the Löwdin charge.
Atoms and positions in Å:
C: 6.747 7.281 8.119  -0.11
C: 7.597 8.409 7.571  -0.26
C: 6.766 9.671 7.294  -0.20
C: 7.270 10.595 6.280  -0.23
N: 7.663 11.303 5.470  0.16
H: 6.021 7.632 8.852  0.08
H: 7.406 6.533 8.559  0.08
H: 6.138 6.838 7.331  0.08
H: 8.054 8.047 6.650  0.11
H: 8.419 8.627 8.252  0.10
H: 6.533 10.168 8.236  0.09
H: 5.799 9.267 6.995  0.12
C: 7.774 15.107 12.122  -0.10
C: 8.339 16.414 11.486  -0.23
C: 7.257 17.202 10.746  -0.18
C: 7.582 18.584 10.234  -0.21
N: 7.830 19.599 9.783  0.13
H: 8.640 14.517 12.421  0.06
H: 7.247 14.491 11.394  0.05
H: 7.215 15.249 13.048  0.08
H: 9.085 16.134 10.742  0.10
H: 8.745 16.942 12.350  0.11
H: 6.403 17.337 11.409  0.11
H: 6.908 16.657 9.869  0.09
Cl: 13.532 8.900 11.626  0.53
C: 12.298 8.606 10.357  -0.62
C: 11.681 9.986 9.864  -0.65
Cl: 12.826 10.925 8.888  0.56
H: 11.519 7.965 10.769  0.06
H: 12.703 7.927 9.607  0.06
H: 11.396 10.547 10.754  0.02
H: 10.761 9.803 9.310  0.06
Cl: 11.232 10.557 15.501  0.52
C: 10.064 9.497 14.604  -0.62
C: 8.661 10.083 14.717  -0.68
Cl: 8.065 10.134 16.410  0.53
H: 10.023 8.484 15.005  0.07
H: 10.414 9.358 13.581  0.06
H: 8.019 9.445 14.110  0.07
H: 8.667 11.055 14.224  0.06
C: 9.082 14.177 7.224  -0.14
O: 8.623 14.742 8.436  -0.17
H: 10.073 14.588 7.034  0.08
H: 9.037 13.128 7.517  0.07
H: 8.491 14.525 6.377  0.08
H: 7.664 14.775 8.411  -0.01
C: 5.533 13.189 8.207  -0.08
O: 5.997 14.568 8.266  -0.14
H: 5.578 12.846 9.241  0.07
H: 4.511 13.033 7.863  0.09
H: 6.253 12.670 7.575  0.06
H: 5.433 15.089 8.843  0.09
C: 8.123 11.675 10.719  -0.18
O: 9.052 10.936 11.422  -0.12
H: 8.518 12.627 10.364  0.07
H: 7.795 11.150 9.821  0.05
H: 7.182 11.851 11.240  0.08
H: 9.807 11.512 11.563  0.02
C: 12.468 12.829 12.299  -0.12
O: 11.138 12.875 11.766  -0.14
H: 13.062 12.126 11.715  0.05
H: 12.954 13.800 12.212  0.09
H: 12.499 12.547 13.351  0.07
H: 11.091 13.555 11.090  0.09

* HOMO: -9.92 eV
* energy above the lowest of the compared OMol25 structures with the same formula, charge and spin: 28.0 kJ/mol
* 2S+1: 1
* structure (SMILES): CCCC#N.CCCC#N.ClCCCl.ClCCCl.CO.CO.CO.CO
* HOMO-LUMO gap: 10.117 eV
* E: -78465.8362 eV

=====

Record 2
Here is a molecular structure, C12H34NO6Y in a non-equilibrium geometry from OMol25. Energies are from ωB97M-V/def2-TZVPD.

Each line ends with the Löwdin charge.
Atoms and positions in Å:
Y: 9.296 4.979 1.915  1.36
O: 5.943 3.410 0.428  -0.29
H: 5.661 2.707 -0.190  -0.04
O: 3.358 5.251 -2.305  -0.05
H: 3.929 4.941 -1.602  0.01
H: 2.582 5.586 -1.854  0.03
O: 5.345 0.099 3.153  -0.05
H: 5.324 0.715 2.421  0.01
H: 5.699 -0.707 2.779  0.03
O: 2.840 5.627 3.721  -0.05
H: 3.216 5.115 3.004  0.02
H: 2.110 6.099 3.322  0.03
C: -6.541 -0.351 0.939  0.02
C: -5.422 -1.168 1.612  -0.45
C: -5.115 -2.417 0.705  -0.10
C: -4.321 -2.035 -0.596  -0.17
C: -3.033 -1.353 -0.183  -0.13
C: -3.233 -0.042 0.648  -0.45
N: -4.191 -0.321 1.775  0.06
O: -4.503 0.787 2.555  0.08
C: -1.877 0.401 1.331  0.00
C: -3.596 1.033 -0.312  -0.02
C: -5.767 -1.763 3.004  0.00
H: -6.153 0.134 0.044  0.07
H: -6.955 0.422 1.587  0.10
H: -7.324 -1.015 0.572  0.11
H: -4.449 -3.118 1.207  0.13
H: -6.065 -2.848 0.389  0.13
H: -4.874 -1.355 -1.244  0.11
H: -3.995 -2.906 -1.165  0.13
H: -2.631 -1.071 -1.155  0.13
H: -2.518 -2.173 0.318  0.13
H: -1.869 1.362 1.845  0.09
H: -1.432 -0.336 2.000  0.09
H: -1.140 0.520 0.537  0.09
H: -4.564 0.850 -0.779  0.08
H: -3.760 1.953 0.249  0.10
H: -2.804 1.151 -1.051  0.12
H: -6.258 -1.094 3.710  0.09
H: -4.835 -2.155 3.411  0.10
H: -6.464 -2.582 2.827  0.10
H: -5.153 1.251 2.022  0.11
C: 5.231 -2.891 -3.565  -0.04
C: 6.511 -2.209 -3.236  -0.57
C: 6.927 -1.072 -4.090  -0.05
O: 6.602 -1.840 -1.908  0.00
H: 4.446 -2.136 -3.574  0.08
H: 5.052 -3.618 -2.773  0.09
H: 5.135 -3.356 -4.546  0.10
H: 7.265 -2.987 -3.359  0.14
H: 7.756 -0.483 -3.701  0.08
H: 6.121 -0.348 -3.972  0.09
H: 7.144 -1.383 -5.112  0.10
H: 7.349 -1.257 -1.756  0.09

* HOMO: -12.81 eV
* energy above the lowest of the compared OMol25 structures with the same formula, charge and spin: 1051.8 kJ/mol
* 2S+1: 1
* HOMO-LUMO gap: 1.196 eV
* charge: +2
* E: -27784.5529 eV

=====

Record 3
Here is a single C4H6N2 molecule in a non-equilibrium geometry from OMol25. Energies are from ωB97M-V/def2-TZVPD.

Each line ends with the Löwdin charge.
Atoms and positions in Å:
C: -1.130 0.838 -0.159  -0.05
C: -0.595 -0.487 0.327  -0.33
N: 0.096 -1.403 -0.566  0.07
C: 0.872 -0.719 0.473  -0.27
C: 1.777 0.353 0.111  -0.19
N: 2.492 1.215 -0.183  0.15
H: -0.524 1.234 -0.981  0.08
H: -2.160 0.732 -0.514  0.08
H: -1.124 1.576 0.649  0.09
H: -1.219 -1.000 1.057  0.14
H: 0.265 -0.970 -1.472  0.10
H: 1.249 -1.369 1.258  0.14

* HOMO: -10.14 eV
* energy above the lowest of the compared OMol25 structures with the same formula, charge and spin: 144.8 kJ/mol
* 2S+1: 1
* structure (SMILES): C[C@H]1N[C@H]1C#N
* HOMO-LUMO gap: 11.114 eV
* E: -7224.0901 eV

=====

Record 4
Here is 2 unconnected molecules or ions with the total composition C3H6NO4 in a non-equilibrium geometry from OMol25. Energies are from ωB97M-V/def2-TZVPD.

Each line ends with the Löwdin charge.
Atoms and positions in Å:
C: 0.130 0.069 -0.170  -0.09
C: -0.045 0.706 2.015  -0.27
C: -0.349 0.771 -1.347  -0.32
N: 0.383 -1.154 -0.360  -0.36
O: 0.332 -1.862 -1.378  -0.10
O: 0.824 -1.949 0.786  -0.06
O: -0.002 -0.380 2.607  -0.19
O: 0.160 0.520 -2.627  -0.07
H: 0.828 1.488 2.055  0.09
H: -1.087 1.205 1.832  0.08
H: -1.468 0.631 -1.455  0.12
H: -0.329 1.809 -1.101  0.08
H: 0.368 -1.440 1.630  0.06
H: 0.255 -0.415 -2.489  0.02

* HOMO: -3.95 eV
* energy above the lowest of the compared OMol25 structures with the same formula, charge and spin: 789.2 kJ/mol
* 2S+1: 1
* HOMO-LUMO gap: 7.965 eV
* charge: -1
* E: -12883.8909 eV